# 1
{
  "formula": "C4H11NO2",
  "method": "ωB97M-V with the def2-TZVPD basis set",
  "symbols": ["O", "C", "C", "C", "C", "N", "H", "H", "H", "H", "H", "H", "H", "H", "H", "H", "H", "O"],
  "positions_angstrom": [[-1.383045, -0.072315, -2.126446], [-1.604777, -0.902206, -1.260716], [-1.265860, -0.660823, 0.116702], [0.147933, 0.059007, 0.129366], [0.185470, 0.764798, 1.586211], [1.517488, 0.779485, 2.245642], [-1.915655, -1.925344, -1.588476], [-1.908070, 0.114576, 0.642407], [-1.316831, -1.659462, 0.660392], [0.218340, 0.809533, -0.633222], [0.742481, -0.790102, 0.086729], [-0.066523, 1.818298, 1.556428], [-0.606977, 0.202252, 2.304962], [1.950570, -0.072909, 2.280791], [2.202759, 1.325251, 1.818036], [0.967268, 0.256381, -1.866315], [0.766180, 0.149114, -3.294615], [1.369246, -0.195531, -2.657871]],
  "atomic_forces_ev_per_a": [[0.55, 3.72, -3.44], [-1.49, -3.96, 0.94], [0.15, 0.50, 0.66], [-2.83, 0.78, 4.27], [0.51, -1.89, 0.17], [-2.18, 1.17, 1.18], [-0.03, 0.07, 0.48], [-0.24, -0.57, -0.23], [0.38, 1.38, -0.14], [-0.14, 0.11, -0.26], [2.17, -0.92, -0.28], [-0.61, 0.03, -0.27], [1.96, 1.36, -1.57], [0.72, -2.97, 0.17], [0.72, 1.55, -1.17], [0.67, -1.18, -1.06], [-0.94, -0.02, -1.04], [0.63, 0.84, 1.58]],
  "e_homo_ha": [0.021, -0.126],
  "charge": -1,
  "spin_multiplicity": 2,
  "gap_ev": [3.53, 7.41],
  "s_squared": 0.7534
}


# 2
{
  "formula": "C5H12N2",
  "method": "ωB97M-V with the def2-TZVPD basis set",
  "symbols": ["C", "C", "C", "N", "C", "C", "N", "H", "H", "H", "H", "H", "H", "H", "H", "H", "H", "H", "H"],
  "positions_angstrom": [[2.487333, -0.274597, -0.651890], [0.498455, 0.803417, 1.437336], [-1.862197, -1.157719, 0.307355], [1.104486, 0.083265, -0.889935], [0.174059, 0.303123, 0.068298], [-1.086806, -0.085971, -0.425928], [-1.885866, 0.780696, -1.207498], [0.342546, -0.466662, -1.558726], [-1.367876, 1.582226, -1.550783], [-2.776595, 1.015994, -0.774711], [2.872565, -0.221344, 0.371798], [2.746392, -1.297510, -0.952756], [3.203298, 0.365287, -1.172940], [0.168048, 1.838101, 1.558625], [0.050412, 0.205116, 2.237067], [1.558745, 0.803719, 1.708029], [-2.426737, -0.724988, 1.146154], [-1.200609, -1.931842, 0.705083], [-2.599655, -1.620310, -0.354579]],
  "atomic_forces_ev_per_a": [[1.72, 0.10, -0.07], [0.61, 0.12, 0.41], [0.26, 0.53, -0.14], [-1.12, -1.25, 0.47], [1.83, 0.39, 0.27], [-1.47, -1.89, -0.89], [-0.46, 0.57, -0.01], [1.45, 0.57, 0.71], [-0.41, -0.01, 0.09], [0.04, 0.50, 0.00], [-0.84, 0.15, 0.23], [-0.59, 0.10, -0.22], [-0.29, 0.13, -0.39], [-0.22, -0.04, 0.01], [-0.45, 0.01, -0.30], [0.08, 0.05, -0.40], [-0.16, -0.06, 0.27], [-0.12, 0.03, -0.02], [0.15, -0.03, -0.02]],
  "e_homo_ha": [-0.198, -0.184],
  "charge": 0,
  "spin_multiplicity": 1,
  "gap_ev": [6.21, 5.63]
}


# 3
{
  "formula": "C5H6Br2",
  "method": "ωB97M-V with the def2-TZVPD basis set",
  "symbols": ["C", "C", "C", "C", "C", "Br", "Br", "H", "H", "H", "H", "H", "H"],
  "positions_angstrom": [[0.137399, -0.324307, 0.160762], [1.257505, -0.632080, 0.682547], [-0.431213, 0.760214, -0.721117], [-1.674376, -0.871674, 0.456043], [-1.828670, 0.312644, -0.469470], [-2.029798, -2.572060, -0.129644], [-3.028067, 1.789064, 0.202532], [1.510572, -1.338060, 1.459666], [2.067640, -0.135420, 0.305155], [-0.033612, 1.737385, -0.472903], [-0.327094, 0.554332, -1.819677], [-1.992792, -0.701349, 1.534171], [-2.433890, -0.095646, -1.312019]],
  "atomic_forces_ev_per_a": [[-5.49, -0.89, 0.26], [0.80, -1.43, 1.47], [0.85, -1.40, -1.58], [4.44, 2.90, 2.43], [-3.66, 0.27, -0.40], [-0.54, -1.20, -0.56], [0.42, -0.64, -0.06], [-0.56, -0.31, -0.06], [2.28, 1.43, -0.84], [-0.58, 0.29, 0.00], [0.74, 0.37, 0.82], [0.48, -0.34, -1.51], [0.81, 0.93, 0.01]],
  "e_homo_ha": -0.341,
  "charge": 0,
  "spin_multiplicity": 1,
  "gap_ev": 9.97
}


In order of appearance, energy above the lowest of the compared OMol25 structures with the same formula, charge and spin = 247.6; 476.6; 207.0 kJ/mol.
In order of appearance, total energy = -9908.8719; -8355.1970; -145364.1879 eV.
In order of appearance, max |F| = 0.101; 0.050; 0.114 hartree/bohr.